(1)
Entry from OMol25: a 11-piece molecular cluster, C48H138N15O23P5S6 overall (ωB97M-V/def2-TZVPD).

```
235
Properties=species:S:1:pos:R:3
C -2.82689 -2.38466 -0.22580
N -3.13793 -3.60261 0.57134
C -2.16812 -4.60358 0.84129
P -4.37634 -3.32067 1.69778
O -4.06682 -2.43231 2.84498
N -5.66468 -2.81058 0.68768
C -5.72489 -3.28778 -0.68508
C -6.87675 -2.48491 1.45331
N -4.72518 -4.86949 2.22930
C -5.48191 -5.81729 1.38235
C -4.94738 -5.00087 3.68780
H -2.03363 -1.88229 0.35538
H -3.71040 -1.73168 -0.24740
H -2.47809 -2.70279 -1.22871
H -1.43342 -4.14227 1.56208
H -1.55119 -4.81882 -0.02500
H -2.59731 -5.50944 1.21965
H -5.98805 -2.44667 -1.31809
H -4.78606 -3.73697 -0.92032
H -6.52986 -4.03024 -0.79483
H -6.86325 -2.72416 2.50707
H -7.11060 -1.41451 1.38884
H -7.77615 -3.02998 1.11811
H -5.04610 -5.86352 0.39624
H -5.13968 -6.79638 1.75156
H -6.57567 -5.74417 1.31695
H -4.49360 -5.92340 4.05868
H -6.02409 -5.02530 3.85035
H -4.48277 -4.15137 4.20555
C 0.07522 4.97571 1.93329
N 0.82250 6.14613 1.39625
C 0.65647 7.35019 2.22812
P 2.28927 5.59396 0.75947
O 2.06386 4.35958 0.01383
N 2.85990 6.96224 -0.12761
C 4.33915 7.01433 -0.45704
C 1.91027 7.59333 -0.99620
N 3.52761 5.46101 1.92595
C 3.86215 6.54713 2.86883
C 3.74711 4.02175 2.27234
H -0.84337 5.30066 2.39993
H 0.65453 4.40679 2.65268
H -0.12752 4.30325 1.08814
H 1.01233 7.32891 3.27074
H -0.39496 7.68608 2.23340
H 1.15199 8.17439 1.74510
H 4.54264 6.32117 -1.26990
H 4.60139 8.06756 -0.75209
H 4.78136 6.74138 0.49117
H 2.13022 8.59250 -1.29828
H 1.70850 7.01469 -1.90618
H 0.93996 7.71191 -0.52243
H 4.94064 6.68483 3.01866
H 3.49017 7.52560 2.49451
H 3.43419 6.36762 3.88394
H 3.01439 3.64915 2.97233
H 4.75774 3.92944 2.64113
H 3.56038 3.30324 1.42183
C -1.62444 -3.66859 -3.81324
N -1.93111 -3.71132 -5.26011
C -0.77642 -4.12389 -6.08031
P -3.36775 -4.58397 -5.59503
O -3.46053 -6.03194 -5.31239
N -4.55040 -3.76863 -4.72399
C -5.72896 -4.58606 -4.33472
C -4.83089 -2.39606 -5.09049
N -3.42381 -4.25281 -7.27239
C -3.94706 -5.34501 -8.09186
C -3.30253 -2.88280 -7.77209
H -1.14979 -4.62995 -3.49773
H -2.57581 -3.51666 -3.25971
H -0.85629 -2.93954 -3.55293
H -1.09959 -4.70490 -6.94246
H -0.04796 -4.69727 -5.49909
H -0.25897 -3.19694 -6.36473
H -6.56329 -4.42795 -5.02016
H -5.49616 -5.63073 -4.28121
H -6.13115 -4.37389 -3.33547
H -5.52264 -2.30363 -5.93559
H -5.27190 -1.78116 -4.27631
H -3.89878 -1.93517 -5.38342
H -3.27391 -5.52307 -8.97166
H -3.85272 -6.19359 -7.44091
H -4.96779 -5.24695 -8.46939
H -2.78421 -2.85991 -8.75493
H -2.78272 -2.27524 -7.06495
H -4.27060 -2.46432 -8.00083
C 5.92533 0.95303 -2.17066
N 7.08041 0.43645 -1.44558
C 8.18105 0.09802 -2.29384
P 7.20714 1.09799 0.10870
O 5.88404 1.70950 0.48111
N 7.68198 -0.18458 1.01576
C 7.71466 0.16842 2.52627
C 7.14685 -1.53162 0.66610
N 8.47140 2.19226 0.34569
C 8.09715 3.57668 0.65656
C 9.87347 1.92351 -0.08392
H 5.39613 0.06790 -2.57840
H 6.20167 1.49229 -3.05949
H 5.38251 1.55463 -1.47068
H 8.80383 -0.65994 -1.81847
H 8.80212 0.99739 -2.47133
H 7.93083 -0.13791 -3.32256
H 8.30065 -0.52528 3.11449
H 8.06164 1.19425 2.56433
H 6.67040 0.14074 2.85005
H 7.75942 -2.33414 1.01569
H 6.15497 -1.68645 1.04680
H 7.07960 -1.57505 -0.40015
H 8.05629 4.15961 -0.26783
H 7.11462 3.62521 1.07733
H 8.82155 3.96461 1.35076
H 9.98318 2.05861 -1.16287
H 10.27679 0.94381 0.17393
H 10.53000 2.68899 0.33335
C -2.48982 2.40604 2.21195
N -3.88797 1.93919 2.28029
C -4.07355 0.57780 1.72434
P -4.81065 2.37106 3.59211
O -4.43228 1.85361 4.94556
N -4.72567 4.04087 3.47453
C -4.88363 4.78056 2.23266
C -5.04428 4.81765 4.71027
N -6.29378 1.75445 3.17796
C -7.13181 2.43676 2.24206
C -6.92316 0.74991 4.02924
H -2.43453 3.46535 2.60495
H -2.19143 2.51287 1.14736
H -1.71246 1.80827 2.75005
H -5.05820 0.62284 1.27324
H -3.79153 -0.15449 2.47110
H -3.36574 0.48984 0.92397
H -4.29624 5.71551 2.21012
H -4.40418 4.16901 1.43559
H -5.94700 4.95425 1.97947
H -5.00694 4.13274 5.52293
H -4.34217 5.62260 4.81422
H -6.04508 5.29105 4.70854
H -6.54392 2.92037 1.44551
H -7.87217 1.76351 1.82104
H -7.72006 3.21428 2.73451
H -7.41065 1.13280 4.90565
H -6.15260 0.10798 4.42112
H -7.67850 0.23881 3.45896
C 3.72942 -1.95448 -0.67107
C 2.66928 -2.94725 -0.17669
O 2.72801 -4.11479 -0.99474
S 1.50405 -5.09935 -1.22437
C 1.29460 -5.83605 0.38496
O 0.33044 -4.41230 -1.58356
O 1.97600 -6.13775 -2.08540
H 4.61347 -2.53304 -0.81206
H 3.96679 -1.14965 -0.01972
H 3.39433 -1.58088 -1.64382
H 2.91138 -3.31608 0.80098
H 1.60205 -2.69072 -0.16009
H 0.26677 -6.29911 0.42368
H 1.33806 -5.00861 1.11534
H 2.04909 -6.61167 0.55673
C -0.35447 -0.34189 5.45187
C -1.06867 -1.62835 5.45829
O -1.71391 -1.86817 6.69630
S -3.16280 -2.46146 6.73948
C -4.17423 -1.07843 5.87329
O -3.20205 -3.59053 5.84061
O -3.53016 -2.60879 8.10256
H -0.98412 0.51958 5.71993
H 0.07786 -0.21333 4.45097
H 0.45810 -0.40801 6.19445
H -1.80924 -1.65217 4.62350
H -0.39759 -2.47344 5.32902
H -4.18320 -1.16229 4.78086
H -3.88794 -0.05648 6.14432
H -5.22276 -1.15310 6.22297
C 4.83162 -3.40666 3.14494
C 4.03956 -2.15955 3.49264
O 4.87127 -1.38332 4.35269
S 4.13450 -0.42387 5.39820
C 3.64985 0.82179 4.29360
O 2.93481 -1.07208 5.86358
O 5.11600 0.07245 6.27385
H 4.42336 -3.85567 2.22145
H 4.87242 -4.16516 3.92479
H 5.83247 -3.07477 2.90071
H 3.86078 -1.52390 2.64369
H 3.05552 -2.45668 3.89220
H 3.16918 1.62969 4.89504
H 2.91719 0.36832 3.62466
H 4.46286 1.31712 3.79063
C -2.73001 6.14525 -0.85907
C -2.26421 4.75583 -1.32655
O -2.99314 4.44338 -2.51401
S -3.01481 2.97531 -3.12622
C -1.56788 2.90578 -4.13830
O -2.74534 2.06070 -2.06597
O -4.16954 2.90308 -3.96631
H -2.65256 6.88789 -1.66938
H -2.14133 6.40476 0.02078
H -3.77171 6.03104 -0.57229
H -1.22572 4.69808 -1.66238
H -2.40515 3.98812 -0.56746
H -1.38806 1.86621 -4.35753
H -0.75400 3.42079 -3.63369
H -1.76288 3.54333 -4.99045
C -0.55875 -0.51831 -2.21545
C -0.25435 0.26586 -0.89656
O 0.78607 -0.30094 -0.19451
S 1.64042 0.47251 0.78879
C 2.85420 1.14318 -0.19491
O 0.82824 1.48595 1.36102
O 2.18779 -0.54250 1.66788
H -1.59379 -0.25936 -2.45436
H -0.44363 -1.58948 -2.04225
H 0.07000 -0.23267 -3.04599
H -0.01299 1.29060 -1.23612
H -1.09860 0.28222 -0.20921
H 3.03175 0.46854 -1.03279
H 3.81045 1.20508 0.30833
H 2.49829 2.16339 -0.47759
C 3.41440 -3.80880 -4.66324
C 3.71540 -2.42456 -5.15219
O 2.85186 -1.51464 -4.43255
S 2.81489 0.01014 -4.99274
C 1.67839 -0.13507 -6.38349
O 2.12213 0.69481 -3.94629
O 4.09586 0.39913 -5.45889
H 4.03192 -4.54181 -5.16775
H 2.36375 -4.04526 -4.82200
H 3.56267 -3.91458 -3.58389
H 4.72493 -2.10754 -4.87296
H 3.53288 -2.29367 -6.22557
H 1.67752 0.82545 -6.92952
H 0.67813 -0.35658 -6.02174
H 2.12373 -0.90807 -6.99116
```

Results
Kohn-Sham gap: 8.33 eV
SMILES: CN(C)P(=O)(N(C)C)N(C)C.CN(C)P(=O)(N(C)C)N(C)C.CN(C)P(=O)(N(C)C)N(C)C.CN(C)P(=O)(N(C)C)N(C)C.CN(C)P(=O)(N(C)C)N(C)C.CCOS(C)(=O)=O.CCOS(C)(=O)=O.CCOS(C)(=O)=O.CCOS(C)(=O)=O.CCOS(C)(=O)=O.CCOS(C)(=O)=O
lowest unoccupied orbital energy: -0.0008 Eh
HOMO level: -8.349 eV

Löwdin population analysis, charges in e, atoms 1 to 4: atom 1 (C): -0.074, atom 2 (N): -0.318, atom 3 (C): -0.119, atom 4 (P): 0.574

***

(2)
Entry from OMol25: C5H14AuClOTb as an isolated structure (ωB97M-V/def2-TZVPD).

```
23
Properties=species:S:1:pos:R:3
Au -0.19820 0.97618 0.51590
Cl -1.46075 -1.31814 0.77096
C 1.69087 1.73700 0.90980
H 1.57224 2.75756 0.54034
H 2.33210 1.16488 0.22918
H 2.01336 1.67730 1.94937
Tb -0.18263 -1.39931 -1.39642
C 1.62867 -2.75199 -0.82257
C -1.97912 -2.65740 -2.22423
C 0.08586 0.84169 -1.58947
H -2.94737 -2.15159 -2.09032
H -1.79092 -2.82124 -3.29337
H -2.01528 -3.62686 -1.69778
H 2.53888 -2.24927 -0.47726
H 1.39416 -3.55386 -0.10240
H 1.86949 -3.23876 -1.78027
H 1.10125 1.29693 -1.69338
H -0.73409 1.46512 -2.02122
C -1.03426 2.77526 2.88821
O 0.02301 2.47448 2.03396
H -0.73173 2.64123 3.93497
H -1.88662 2.12483 2.68044
H -1.28891 3.83599 2.73555
```

Results
charge: -1
Kohn-Sham gap (spin up / spin down): 5.40 / 7.11 eV
lowest unoccupied orbital energy (spin up / spin down): 0.1050 / 0.1043 Eh
HOMO level (spin up / spin down): -2.541 / -4.267 eV
2S+1: 9

Löwdin population analysis, charges in e, atoms 1 to 4: atom 1 (Au): 0.787, atom 2 (Cl): -0.131, atom 3 (C): -0.197, atom 4 (H): 0.017

***

(3)
Entry from OMol25: one molecule with the formula C4H8O2 (ωB97M-V/def2-TZVPD).

```
14
Properties=species:S:1:pos:R:3
C 1.71767 -0.25095 -0.57784
C 0.29378 -0.77007 -0.73349
O -0.40993 -0.93270 0.50020
C -1.52154 -0.07007 0.63907
C -0.90297 1.25661 1.01903
O -0.72959 2.16331 0.24142
H 2.29216 -0.84552 0.13859
H 1.74787 0.80001 -0.27096
H 2.21685 -0.32707 -1.55159
H -0.26102 -0.08576 -1.38687
H 0.30640 -1.75964 -1.20188
H -2.16661 -0.46774 1.43088
H -2.10492 0.01850 -0.28779
H -0.47814 1.27110 2.04123
```

Results
Kohn-Sham gap: 10.61 eV
SMILES: CCOCC=O
lowest unoccupied orbital energy: 0.0369 Eh
HOMO level: -9.601 eV

natural (NBO) population analysis, charges in e, atoms 1 to 4: atom 1 (C): -0.635, atom 2 (C): -0.073, atom 3 (O): -0.525, atom 4 (C): -0.163